{"formula": "C2H2ClF2NO", "method": "ωB97M-V/def2-TZVPD", "elements": ["Cl", "F", "F", "O", "N", "C", "C", "H", "H"], "positions_angstrom": [[3.259, 0.368, -0.441], [1.672, 2.432, -0.327], [2.032, 1.521, 1.512], [-0.592, 1.676, 1.238], [0.729, 0.423, -0.127], [-0.511, 0.739, 0.463], [1.835, 1.222, 0.239], [-1.387, 0.051, 0.201], [1.129, -0.577, -0.424]], "e_tot_ev": -23601.088, "gap_ev": 11.36, "smiles": "O=CNC(F)(F)Cl"}

---

{"formula": "C11H25CrN7S3", "method": "ωB97M-V/def2-TZVPD", "elements": ["Cr", "S", "S", "S", "N", "N", "N", "N", "N", "N", "N", "C", "C", "C", "C", "C", "C", "C", "C", "C", "C", "C", "H", "H", "H", "H", "H", "H", "H", "H", "H", "H", "H", "H", "H", "H", "H", "H", "H", "H", "H", "H", "H", "H", "H", "H", "H"], "positions_angstrom": [[0.146, 0.006, 1.130], [-2.701, 1.302, 4.262], [-2.171, 0.275, 1.455], [0.046, 0.785, 3.143], [0.081, 1.389, -0.264], [2.327, 2.038, -0.415], [2.209, 0.122, 0.901], [4.278, 1.119, 0.412], [0.241, -1.957, 0.931], [-0.591, -4.120, 0.786], [0.710, 3.274, -1.462], [0.995, 2.206, -0.692], [-1.292, -2.714, 2.654], [-1.461, -5.203, 1.270], [0.190, -4.404, -0.422], [4.980, 0.180, 1.276], [1.666, -4.679, -0.155], [-1.745, 0.841, 3.050], [5.049, 1.994, -0.464], [2.930, 1.027, 0.333], [-0.705, -6.283, 2.026], [-0.521, -2.937, 1.391], [0.819, -2.221, 0.143], [-2.353, -2.587, 2.441], [0.038, -6.770, 1.394], [4.965, 3.045, -0.171], [-0.250, 3.541, -1.597], [2.156, -3.849, 0.356], [6.009, 0.508, 1.384], [2.763, -0.556, 1.408], [4.763, 1.874, -1.510], [-1.401, -7.048, 2.368], [1.791, -5.564, 0.466], [4.980, -0.834, 0.867], [-2.244, -4.775, 1.887], [-0.196, -5.870, 2.898], [1.410, 3.941, -1.735], [-1.955, -5.624, 0.393], [-0.265, -5.274, -0.891], [2.935, 2.779, -0.718], [0.060, -3.578, -1.127], [-0.860, 1.669, -0.520], [-1.164, -3.560, 3.329], [-0.937, -1.813, 3.145], [4.533, 0.171, 2.271], [2.184, -4.851, -1.098], [6.097, 1.725, -0.382]], "multiplicity": 2, "e_tot_ev": -83167.055, "gap_ev": [7.16, 7.32], "total_charge": 1}

---

{"formula": "CH2Cl2O2", "method": "ωB97M-V/def2-TZVPD", "elements": ["Cl", "Cl", "O", "O", "C", "H", "H"], "positions_angstrom": [[3.340, 1.538, -0.380], [2.988, -1.348, -0.402], [3.343, 0.119, 1.684], [0.546, -0.203, -0.265], [3.247, 0.124, 0.512], [0.221, -0.915, 0.327], [-0.038, 0.450, -0.080]], "e_tot_ev": -30208.884, "gap_ev": 11.53, "smiles": "O=C(Cl)Cl.O"}

---

{"formula": "C24H47ClN4O4P", "method": "ωB97M-V/def2-TZVPD", "elements": ["Cl", "P", "O", "O", "O", "O", "N", "N", "N", "N", "C", "C", "C", "C", "C", "C", "C", "C", "C", "C", "C", "C", "C", "C", "C", "C", "C", "C", "C", "C", "C", "C", "C", "C", "H", "H", "H", "H", "H", "H", "H", "H", "H", "H", "H", "H", "H", "H", "H", "H", "H", "H", "H", "H", "H", "H", "H", "H", "H", "H", "H", "H", "H", "H", "H", "H", "H", "H", "H", "H", "H", "H", "H", "H", "H", "H", "H", "H", "H", "H", "H"], "positions_angstrom": [[-2.669, 1.602, 4.924], [-4.271, 2.446, 3.833], [-3.896, 2.528, 2.229], [1.223, 1.999, 2.106], [-2.837, 5.338, 3.113], [1.080, -2.153, -3.332], [-5.132, 5.833, 5.802], [0.456, -3.131, -3.945], [-4.385, 4.118, 4.441], [1.720, 1.047, 1.354], [0.578, -5.593, -4.211], [-4.228, 6.362, 4.936], [-0.059, -2.600, -5.241], [1.050, -2.443, -6.289], [3.224, -0.939, 1.500], [-1.588, 4.670, 3.478], [-1.166, -3.521, -5.800], [-3.741, 5.273, 4.057], [2.119, -4.529, -2.674], [-5.264, 4.427, 5.530], [-0.409, -0.255, 0.960], [-1.125, 4.878, 4.946], [1.387, -4.295, -4.007], [1.111, -0.874, 2.858], [1.893, -3.703, -6.453], [0.247, 4.082, 5.072], [-0.028, 1.875, -0.259], [2.238, -0.022, 2.258], [3.086, 0.554, 3.404], [2.450, -4.159, -5.108], [1.340, -0.036, -0.844], [-0.768, -1.247, -5.066], [0.139, -1.398, 1.807], [0.675, 0.655, 0.363], [1.310, -4.504, -6.915], [-1.848, -3.841, -5.010], [1.709, -1.613, -6.014], [0.640, -0.124, -1.676], [2.504, 1.171, 4.090], [-1.565, 3.582, 3.246], [1.672, -1.050, -0.641], [-0.261, -5.644, -3.513], [2.720, -3.499, -7.137], [-1.578, -1.321, -4.336], [0.613, -2.175, -7.255], [1.085, 4.653, 4.638], [1.536, -1.718, 3.408], [1.201, -6.470, -4.029], [-5.599, 6.354, 6.529], [2.970, -5.112, -5.241], [2.840, -3.742, -2.450], [-0.931, 5.942, 5.208], [-1.027, -0.669, 0.158], [-1.793, 4.399, 5.701], [-1.202, -0.919, -6.011], [3.213, -3.439, -4.794], [0.057, 3.119, 4.541], [2.682, -5.463, -2.707], [-5.893, 3.723, 6.079], [3.844, -1.502, 2.200], [-3.881, 7.401, 4.874], [-0.682, 1.562, -1.073], [2.738, -1.689, 0.881], [-0.801, 5.126, 2.835], [1.413, -4.597, -1.843], [-0.658, 2.405, 0.459], [-0.786, -4.405, -6.308], [3.900, -0.356, 0.872], [-0.090, -0.454, -4.747], [-3.019, 2.913, 2.055], [2.194, 0.541, -1.203], [0.621, -2.146, 1.171], [0.193, -5.717, -5.220], [3.515, -0.251, 4.002], [-0.688, -1.912, 2.303], [-1.085, 0.339, 1.587], [0.696, 2.582, -0.668], [0.375, 3.860, 6.152], [-1.764, -2.997, -6.547], [0.550, -0.286, 3.593], [3.910, 1.156, 3.015]], "multiplicity": 3, "e_tot_ev": -61602.173, "gap_ev": [6.24, 6.99], "total_charge": 1}

---

{"formula": "C31H50NO4RuSSbSe2Si4Te2", "method": "ωB97M-V/def2-TZVPD", "elements": ["Te", "Te", "Sb", "Ru", "Se", "Se", "S", "Si", "Si", "Si", "Si", "O", "O", "O", "O", "N", "C", "C", "C", "C", "C", "C", "C", "C", "C", "C", "C", "C", "C", "C", "C", "C", "C", "C", "C", "C", "C", "C", "C", "C", "C", "C", "C", "C", "C", "C", "C", "H", "H", "H", "H", "H", "H", "H", "H", "H", "H", "H", "H", "H", "H", "H", "H", "H", "H", "H", "H", "H", "H", "H", "H", "H", "H", "H", "H", "H", "H", "H", "H", "H", "H", "H", "H", "H", "H", "H", "H", "H", "H", "H", "H", "H", "H", "H", "H", "H", "H"], "positions_angstrom": [[-2.958, -0.680, 1.420], [-1.824, 1.306, 3.084], [-2.197, 2.204, -1.017], [-0.949, 0.606, 0.693], [0.368, 0.200, 2.716], [-5.036, 0.302, 0.687], [-0.279, -2.045, -5.023], [3.719, -0.938, -0.153], [-3.808, 1.702, -2.946], [-3.129, 4.332, 0.028], [-0.091, 3.114, -2.134], [-0.061, -0.773, -0.708], [2.037, -0.725, -0.031], [0.629, -3.115, -5.328], [-1.673, -2.184, -5.331], [-0.038, -1.704, -3.429], [1.719, 3.101, -7.478], [6.105, 0.256, 2.977], [0.209, -2.812, -2.506], [1.133, 3.277, -0.713], [4.884, -0.690, -4.120], [5.509, 1.437, 3.397], [-3.622, -0.121, -3.318], [-4.567, 3.959, 1.158], [5.552, -0.461, 1.928], [1.658, -0.292, -5.782], [-3.684, 5.502, -1.331], [-5.570, 2.166, -2.517], [1.062, -1.249, -0.741], [-3.294, 2.715, -4.445], [0.294, -0.549, -5.756], [-0.142, 1.539, -6.834], [4.402, -0.006, 1.281], [4.361, 1.899, 2.770], [-1.728, 5.121, 0.996], [-0.613, 0.354, -6.286], [4.850, 0.675, -4.366], [1.219, 1.821, -6.871], [4.507, 1.557, -3.350], [3.811, 1.183, 1.718], [0.543, 1.799, -3.307], [4.214, -0.300, -1.826], [2.112, 0.886, -6.345], [1.367, -2.446, -1.597], [4.569, -1.171, -2.857], [-0.232, 4.752, -3.039], [4.192, 1.071, -2.091], [-4.883, 4.875, 1.663], [5.936, 1.994, 4.221], [-1.670, 0.128, -6.259], [2.687, 3.382, -7.066], [-1.271, 4.405, 1.683], [-0.463, 5.566, -2.351], [-6.252, 1.626, -3.178], [-4.313, -0.452, -4.095], [4.602, -2.239, -2.674], [-2.612, -0.333, -3.679], [1.837, 2.994, -8.558], [-3.796, -0.719, -2.423], [6.995, -0.109, 3.473], [4.489, 2.623, -3.539], [3.885, 2.810, 3.107], [-4.037, 6.439, -0.893], [-3.391, 3.785, -4.256], [1.516, 2.080, -3.716], [5.159, -1.377, -4.909], [-4.310, 3.216, 1.912], [-4.505, 5.078, -1.908], [0.669, 0.847, -2.785], [1.020, 3.918, -7.303], [2.351, -1.009, -5.361], [2.251, -2.224, -2.203], [-0.847, 2.256, -7.238], [5.101, 1.053, -5.348], [-2.102, 5.963, 1.581], [-2.872, 5.737, -2.019], [2.899, 1.543, 1.257], [6.020, -1.389, 1.618], [-2.263, 2.511, -4.738], [-3.939, 2.467, -5.292], [-0.710, -1.030, -3.077], [-5.818, 1.897, -1.489], [3.174, 1.097, -6.359], [0.714, 4.990, -3.530], [1.637, -3.273, -0.931], [-0.949, 5.496, 0.330], [4.028, -2.381, -0.079], [-0.130, 1.631, -4.149], [0.479, -3.692, -3.088], [-1.009, 4.726, -3.805], [-5.414, 3.562, 0.599], [0.800, 4.000, 0.032], [2.114, 3.591, -1.077], [-5.747, 3.233, -2.657], [3.934, 1.769, -1.304], [1.251, 2.312, -0.203], [-0.687, -3.043, -1.928]], "e_tot_ev": -239389.006, "gap_ev": 6.10}

---

{"formula": "C33H27Cl5CsN5S2", "method": "ωB97M-V/def2-TZVPD", "elements": ["Cs", "Cl", "Cl", "Cl", "Cl", "Cl", "S", "S", "N", "N", "N", "N", "N", "C", "C", "C", "C", "C", "C", "C", "C", "C", "C", "C", "C", "C", "C", "C", "C", "C", "C", "C", "C", "C", "C", "C", "C", "C", "C", "C", "C", "C", "C", "C", "C", "C", "H", "H", "H", "H", "H", "H", "H", "H", "H", "H", "H", "H", "H", "H", "H", "H", "H", "H", "H", "H", "H", "H", "H", "H", "H", "H", "H"], "positions_angstrom": [[-2.434, 0.616, -1.275], [-6.130, 6.633, -3.635], [-1.342, 4.180, -2.948], [-5.594, 2.684, 0.047], [-7.378, 4.818, -1.423], [-3.120, 6.322, -4.404], [-1.949, -0.906, -4.401], [-2.616, -0.918, 1.759], [-0.267, -2.090, 0.116], [4.124, 0.703, 4.855], [0.511, -0.673, -2.505], [-0.103, 2.093, 0.424], [2.715, -1.125, 5.437], [1.702, -2.526, -3.576], [3.707, -0.272, 5.652], [-0.448, 2.643, 2.724], [-1.429, -2.534, 3.621], [-3.801, 5.314, -3.163], [-0.909, 2.266, 1.468], [2.433, -0.014, 3.351], [0.580, -1.704, -3.493], [-0.530, -3.474, 4.099], [3.237, 2.688, 1.983], [-3.047, 4.362, -2.483], [-0.365, -2.923, -5.331], [0.706, 0.653, -3.077], [3.957, 1.944, 2.825], [1.197, 2.306, 0.602], [1.769, 2.628, 1.827], [-5.147, 5.456, -2.826], [-4.869, 3.721, -1.205], [2.083, -0.991, 4.266], [1.797, -3.554, -4.505], [1.325, -0.830, -1.317], [-1.400, -2.041, 2.302], [0.745, -3.748, -5.388], [1.070, -2.060, -0.452], [-3.535, 3.551, -1.486], [0.464, -3.970, 3.264], [0.908, 2.815, 2.907], [-1.219, -2.807, -0.731], [0.534, -3.490, 1.961], [3.467, 0.852, 3.696], [-0.357, -2.536, 1.471], [-0.504, -1.881, -4.395], [-5.698, 4.645, -1.835], [1.751, 0.799, -3.402], [1.177, -4.706, 3.616], [2.409, -0.785, -1.547], [0.039, 0.782, -3.929], [-1.148, 2.760, 3.540], [-0.932, -3.867, -0.836], [-1.189, -3.074, -6.017], [-2.206, -2.752, -0.272], [1.279, -1.688, 4.055], [2.677, -4.187, -4.531], [-1.964, 2.083, 1.309], [0.470, 1.417, -2.331], [-0.603, -3.814, 5.127], [4.235, -0.374, 6.596], [-2.208, -2.150, 4.268], [1.791, -1.985, 0.367], [1.314, 3.068, 3.879], [0.784, -4.547, -6.122], [3.765, 3.409, 1.365], [2.525, -2.368, -2.891], [1.299, -3.882, 1.299], [1.106, 0.034, -0.688], [1.908, 0.060, 2.412], [1.301, -2.987, -0.999], [1.831, 2.163, -0.269], [-1.268, -2.365, -1.726], [5.019, 2.135, 2.925]], "e_tot_ev": -126942.293, "gap_ev": 5.42, "total_charge": -2}

---

{"formula": "C2H3NOS2", "method": "ωB97M-V/def2-TZVPD", "elements": ["S", "S", "O", "N", "C", "C", "H", "H", "H"], "positions_angstrom": [[-0.771, -1.291, -0.806], [2.134, -0.793, 0.219], [0.137, 1.072, -0.159], [-1.858, -0.369, 0.077], [0.624, -0.070, -0.662], [-1.344, 0.674, 0.474], [-1.674, 1.434, 1.069], [1.078, 0.221, -1.712], [1.674, -0.878, 1.501]], "e_tot_ev": -27328.511, "gap_ev": 9.71}